The following is a DFT calculation (ωB97M-V/def2-TZVPD) of C50H58N4O5P2S2Si2W as an isolated structure.

Calculated values
Max |F| in eV/Å: 2.99
Spin multiplicity: 3
HOMO-LUMO gap (alpha / beta) in Eh: 0.165 / 0.198
Relative energy (zero: lowest compared OMol25 entry of this formula, charge and spin) in kcal per mole: 156.8

The geometry in XYZ format:
```
124
Properties=species:S:1:pos:R:3:lowdin_charge:R:1
W 0.791 1.214 0.347 1.435
C 1.900 0.826 -2.863 -0.279
P 0.441 -0.303 -2.776 1.101
C 0.882 -1.607 -3.992 -0.362
C 2.197 -2.054 -4.107 -0.091
C 2.522 -3.054 -5.015 -0.083
C 1.536 -3.639 -5.796 -0.086
C 0.216 -3.229 -5.658 -0.080
C -0.111 -2.226 -4.756 -0.113
C -0.801 0.630 -3.772 -0.370
C -0.528 1.038 -5.080 -0.085
C -1.477 1.729 -5.816 -0.069
C -2.718 2.023 -5.258 -0.077
C -3.005 1.619 -3.964 -0.076
C -2.049 0.929 -3.226 -0.115
C 2.829 0.488 -1.723 -0.394
C 4.187 0.399 -1.762 -0.043
C 4.619 -0.043 -0.482 -0.059
C 3.514 -0.222 0.300 -0.397
C 3.529 -0.649 1.728 -0.283
P 2.991 -2.392 2.324 1.104
C 1.341 -1.872 2.976 -0.401
C 1.390 -1.310 4.195 -0.102
C 0.317 -0.521 4.873 -0.139
C -1.475 -0.688 3.590 -0.162
C -1.102 -1.604 2.489 -0.068
C 0.120 -2.028 2.178 -0.131
C 2.667 -3.327 0.777 -0.380
C 1.653 -4.279 0.633 -0.124
C 1.531 -5.024 -0.536 -0.097
C 2.454 -4.880 -1.561 -0.093
C 3.528 -4.017 -1.387 -0.083
C 3.638 -3.261 -0.229 -0.098
N 2.374 0.101 -0.445 -0.094
H 1.508 1.840 -2.786 0.042
H 2.431 0.729 -3.809 0.099
H 2.972 -1.620 -3.483 0.095
H 3.553 -3.373 -5.115 0.107
H 1.794 -4.410 -6.512 0.103
H -0.561 -3.683 -6.262 0.104
H -1.142 -1.902 -4.664 0.100
H 0.432 0.801 -5.524 0.114
H -1.254 2.041 -6.829 0.107
H -3.453 2.572 -5.832 0.106
H -3.972 1.845 -3.528 0.106
H -2.276 0.637 -2.206 0.076
H 4.815 0.625 -2.614 0.114
H 5.643 -0.203 -0.169 0.117
H 2.922 0.009 2.338 -0.002
H 4.556 -0.543 2.076 0.079
H 2.351 -1.325 4.705 0.105
H 0.674 -0.048 5.784 0.153
H -2.500 -0.347 3.503 0.117
H -1.923 -1.929 1.856 0.079
H 0.221 -2.599 1.269 0.060
H 0.966 -4.473 1.448 0.102
H 0.718 -5.736 -0.634 0.100
H 2.363 -5.466 -2.469 0.102
H 4.296 -3.939 -2.148 0.106
H 4.499 -2.617 -0.102 0.094
O 4.254 3.475 0.629 0.087
C 3.445 2.798 1.190 -0.426
O 2.271 2.419 0.683 -0.382
H 3.583 2.446 2.220 0.139
N -0.623 -0.051 0.111 -0.057
C -1.114 -0.974 -0.444 -0.277
N -2.061 -1.780 -0.736 -0.033
C -3.471 -1.580 -0.361 -0.074
C -4.004 -2.863 0.260 -0.166
O -3.767 -3.991 -0.568 -0.110
C -2.386 -4.171 -0.836 -0.172
C -1.827 -2.971 -1.575 -0.087
H -4.027 -1.353 -1.273 0.138
H -3.553 -0.745 0.333 0.127
H -5.082 -2.780 0.373 0.138
H -3.556 -3.019 1.247 0.122
H -2.297 -5.060 -1.457 0.136
H -1.832 -4.326 0.099 0.130
H -2.362 -2.847 -2.518 0.134
H -0.761 -3.078 -1.774 0.120
O -3.508 1.143 4.719 -0.336
S -2.293 1.247 5.516 0.564
O -2.371 2.108 6.664 -0.314
N -1.006 1.566 4.653 -0.184
C -0.480 0.474 3.947 -0.658
S 0.693 1.272 2.658 0.800
C -1.117 -1.211 5.037 -0.286
C -1.110 -2.666 5.323 0.002
C -1.649 -3.168 6.464 -0.087
C -2.268 -2.339 7.432 -0.060
C -2.411 -0.961 7.176 -0.058
C -1.926 -0.424 6.026 -0.176
H -0.617 -3.313 4.607 0.108
H -1.609 -4.239 6.634 0.102
H -2.677 -2.772 8.334 0.096
H -2.941 -0.317 7.870 0.119
C 2.411 4.040 -2.037 -0.177
Si 0.842 4.380 -1.062 0.432
C -0.206 5.374 -2.268 -0.174
C 1.275 5.547 0.333 -0.165
C -0.216 2.867 -0.538 -0.459
Si -1.520 3.427 0.799 0.416
C -2.640 4.756 0.079 -0.188
C -0.858 4.114 2.402 -0.201
C -2.721 2.020 1.165 -0.181
H 3.026 4.943 -1.984 0.048
H 2.204 3.849 -3.095 0.033
H 3.023 3.230 -1.643 0.006
H 0.363 6.248 -2.603 0.041
H -1.133 5.733 -1.816 0.005
H -0.473 4.790 -3.158 0.033
H 1.902 6.346 -0.077 0.047
H 1.844 5.070 1.131 0.023
H 0.387 6.008 0.774 0.031
H -0.789 2.551 -1.417 0.003
H -2.141 5.727 0.022 0.023
H -3.503 4.866 0.744 0.043
H -3.011 4.510 -0.923 0.034
H -1.316 5.091 2.594 0.048
H 0.223 4.237 2.413 0.007
H -1.115 3.453 3.234 0.002
H -3.352 1.804 0.293 0.030
H -3.368 2.314 1.999 0.049
H -2.215 1.108 1.477 -0.019
```